Run 1
Computed, not measured: a 5-piece molecular cluster, C49H109F2NO7P3S2 overall, with wB97M-V/def2-TZVPD.

The geometry in XYZ format:
```
173
C49H109F2NO7P3S2 (wB97M-V/def2-TZVPD)
C -4.6605 3.2366 0.2068
C -4.4396 4.1064 1.4229
C -2.9842 3.9933 1.9844
C -2.6241 4.7477 3.2456
P -0.8361 4.8615 3.4834
C -0.3020 3.1998 4.1514
C -0.8741 2.8845 5.5323
C -0.4572 1.4302 5.9903
C 1.0100 1.1426 5.7070
C -0.4291 6.0289 4.8062
C 1.0660 5.9814 5.1936
C 1.4193 7.0944 6.1219
C 0.5848 7.2760 7.4115
C 0.0674 5.2832 1.9448
C 1.3241 4.4922 1.6859
C 2.1608 4.9536 0.5124
C 1.4524 5.1072 -0.8586
H -4.0900 3.5872 -0.6513
H -5.7180 3.2066 -0.0662
H -4.5148 2.1666 0.3678
H -5.2598 4.1343 2.1419
H -4.4512 5.1426 1.0676
H -2.3808 4.2917 1.1242
H -2.7668 2.9226 2.0314
H -3.0995 4.1604 4.0332
H -3.1045 5.7284 3.2415
H 0.7847 3.1731 4.2054
H -0.7776 2.4395 3.5292
H -1.9653 2.8914 5.4776
H -0.6416 3.6059 6.3188
H -1.2029 0.8478 5.4450
H -0.6817 1.2961 7.0495
H 1.3666 0.1296 5.8920
H 1.6762 1.8948 6.1258
H 1.0898 1.1358 4.6172
H -1.1490 6.0001 5.6235
H -0.5787 6.9937 4.3098
H 1.6017 5.9888 4.2415
H 1.3681 5.0163 5.6070
H 1.3114 8.0782 5.6557
H 2.4658 7.1065 6.4293
H -0.2737 7.9183 7.2182
H 1.1874 7.6659 8.2291
H 0.2044 6.3096 7.7523
H 0.3124 6.3322 2.1389
H -0.5440 5.2594 1.0421
H 1.1617 3.4197 1.5624
H 1.9188 4.6219 2.5929
H 2.9619 4.2419 0.3023
H 2.7509 5.8326 0.7849
H 2.0867 5.2017 -1.7366
H 0.7254 5.9227 -0.8645
H 0.8428 4.2033 -0.9458
C 2.7403 3.9479 -8.4207
C 3.3228 2.5257 -8.2929
C 3.0301 1.9750 -6.8723
C 3.4755 0.5479 -6.6159
P 2.7177 -0.1463 -5.0184
C 3.4628 0.7189 -3.5549
C 2.7431 2.0556 -3.2543
C 3.1125 2.5522 -1.8710
C 4.5875 2.9018 -1.6334
C 0.8885 0.1835 -5.0675
C 0.0170 -0.4834 -6.1353
C 0.2106 -0.1562 -7.6170
C -0.6342 -0.9910 -8.5973
C 3.0472 -1.9184 -4.9386
C 2.7293 -2.6632 -3.6346
C 1.4807 -3.5470 -3.7021
C 1.2317 -4.1713 -2.3461
H 2.9484 4.4793 -9.3470
H 3.1136 4.5651 -7.5978
H 1.6803 4.0524 -8.1781
H 4.3752 2.5186 -8.5752
H 2.8305 1.8058 -8.9521
H 1.9909 2.1342 -6.5818
H 3.5876 2.6166 -6.1839
H 4.5574 0.6294 -6.5142
H 3.0971 -0.0731 -7.4271
H 4.5143 0.9418 -3.7484
H 3.4936 0.0456 -2.6981
H 1.6573 1.9595 -3.3023
H 2.9577 2.8075 -4.0163
H 2.8746 1.9070 -1.0233
H 2.6096 3.4854 -1.6046
H 5.0310 3.5696 -2.3768
H 5.1641 1.9768 -1.6788
H 4.6435 3.4116 -0.6737
H 0.6780 1.2510 -5.1560
H 0.4880 -0.0434 -4.0763
H -0.9590 -0.1048 -5.8191
H -0.0082 -1.5565 -5.9317
H 1.2421 -0.4246 -7.8599
H 0.0717 0.9066 -7.8188
H -1.6249 -0.9293 -8.1435
H -0.2669 -2.0166 -8.6147
H -0.6157 -0.6074 -9.6148
H 4.0701 -2.0463 -5.3007
H 2.4981 -2.3735 -5.7689
H 2.6839 -1.9674 -2.7943
H 3.6129 -3.2492 -3.3766
H 1.6819 -4.3247 -4.4415
H 0.5337 -3.0673 -3.9571
H 0.9435 -3.4500 -1.5803
H 2.0956 -4.7120 -1.9501
H 0.4916 -4.9699 -2.4301
C -4.7813 -2.0059 4.7526
C -3.6144 -1.5640 3.8167
C -2.6255 -2.6272 3.2896
C -3.2085 -3.3753 2.0915
P -1.9583 -4.4690 1.3295
C -2.3571 -6.1428 1.8721
C -2.3293 -6.2189 3.4461
C -2.5800 -7.6013 4.0101
C -3.9695 -8.2522 3.7374
C -1.9795 -4.5285 -0.5013
C -3.3823 -4.8589 -1.1125
C -3.5432 -4.4485 -2.5956
C -2.3915 -4.8924 -3.5194
C -0.3405 -4.0999 2.0048
C 0.6909 -5.1245 1.5372
C 2.1031 -4.6551 1.9196
C 3.2024 -5.6502 1.5873
H -4.4072 -2.6745 5.5266
H -5.5329 -2.5259 4.1572
H -5.2021 -1.0944 5.1721
H -2.9786 -0.9676 4.4755
H -3.9251 -0.9524 2.9690
H -2.3165 -3.2535 4.1294
H -1.7146 -2.0707 3.0660
H -3.4582 -2.6149 1.3505
H -3.9897 -4.0932 2.3390
H -1.7213 -6.7899 1.2679
H -3.4011 -6.3267 1.6088
H -3.0278 -5.5121 3.8925
H -1.2921 -6.0602 3.7479
H -2.4517 -7.6296 5.0931
H -1.8226 -8.2910 3.6317
H -3.8834 -9.3129 3.9735
H -4.2376 -8.2264 2.6802
H -4.7625 -7.8185 4.3452
H -1.1306 -5.1032 -0.8713
H -1.6893 -3.5338 -0.8530
H -4.1939 -4.2845 -0.6608
H -3.6753 -5.9092 -1.0523
H -3.6047 -3.3682 -2.4377
H -4.5305 -4.7225 -2.9653
H -2.0799 -5.9212 -3.3440
H -1.5895 -4.1568 -3.5253
H -2.8642 -4.8666 -4.5030
H -0.4869 -4.0553 3.0841
H -0.0708 -3.0809 1.7183
H 0.5920 -5.2287 0.4552
H 0.4548 -6.0923 1.9847
H 2.1762 -4.3930 2.9763
H 2.3459 -3.7469 1.3632
H 2.9965 -6.5344 2.1928
H 4.1973 -5.2683 1.8132
H 3.2269 -5.8878 0.5226
O 3.3381 1.5989 1.2896
C 4.0464 2.0405 2.3438
O 3.5095 2.4694 3.4219
O 5.3038 2.0724 2.3717
H 2.4572 1.4912 1.6735
N -0.8285 -1.2660 -0.1412
S -1.8934 -0.3204 -1.0149
O -1.9003 -0.5175 -2.4338
O -2.1446 0.9601 -0.4135
F -3.2358 -1.1146 -0.6562
S 0.4465 -0.4895 -0.4032
O 0.5351 0.6412 0.4963
O 1.0857 -0.3763 -1.6890
F 1.3941 -1.4725 0.4163
```

total charge: +1

---

Run 2
Computed, not measured: a 5-piece molecular cluster, C49H109F2NO7P3S2 overall, with wB97M-V/def2-TZVPD.

The geometry in XYZ format:
```
173
C49H109F2NO7P3S2 (wB97M-V/def2-TZVPD)
C 2.1467 -10.5397 -7.3204
C 0.9288 -9.9201 -6.5442
C -0.0045 -9.1634 -7.5306
C -1.5335 -9.3045 -7.2944
P -2.7413 -8.5046 -8.4354
C -4.4067 -8.1871 -7.5692
C -4.8253 -6.9418 -6.9488
C -4.3875 -6.9603 -5.4583
C -5.6577 -7.1338 -4.6018
C -2.6746 -9.4085 -10.0468
C -3.7245 -8.8355 -11.1038
C -4.7521 -9.7873 -11.7239
C -6.1362 -10.0242 -11.1889
C -1.9636 -6.8560 -8.7289
C -2.3719 -6.1165 -9.9525
C -1.6714 -4.8286 -9.9991
C -1.9214 -3.8612 -8.9071
H 2.6410 -9.7578 -7.8971
H 1.8789 -11.1953 -8.1490
H 2.7092 -11.0095 -6.5137
H 1.3993 -9.4018 -5.7088
H 0.4507 -10.8235 -6.1654
H 0.2022 -9.7000 -8.4566
H 0.3904 -8.1764 -7.7714
H -1.7564 -8.8442 -6.3318
H -1.8135 -10.3506 -7.1703
H -4.6243 -9.1048 -7.0227
H -5.0052 -8.2893 -8.4745
H -5.9018 -6.9349 -7.1195
H -4.4642 -6.0576 -7.4740
H -3.8657 -6.1289 -4.9842
H -3.6433 -7.7100 -5.1896
H -5.5582 -6.9924 -3.5256
H -5.8699 -8.1921 -4.7539
H -6.5117 -6.5263 -4.9013
H -2.9416 -10.4203 -9.7418
H -1.6468 -9.4087 -10.4098
H -3.1190 -8.5871 -11.9754
H -4.0789 -7.8743 -10.7315
H -4.3920 -10.8159 -11.7458
H -4.9557 -9.4845 -12.7510
H -6.7002 -9.0916 -11.2006
H -6.0726 -10.1191 -10.1049
H -6.6076 -10.9138 -11.6064
H -0.8823 -6.9566 -8.6354
H -2.3559 -6.4541 -7.7947
H -3.4481 -5.9444 -9.9697
H -2.1877 -6.5298 -10.9441
H -2.0074 -4.3029 -10.8929
H -0.6062 -5.0368 -10.0996
H -1.5463 -2.9037 -9.2685
H -1.4323 -4.2087 -7.9971
H -2.9826 -3.6626 -8.7573
C -9.1965 6.6042 10.1752
C -8.8262 7.7270 9.1924
C -7.3125 8.1309 9.0906
C -6.3927 6.9920 8.6549
P -4.5465 7.1960 8.6970
C -3.7581 5.7168 8.0450
C -4.3505 5.1149 6.7497
C -3.7050 3.8023 6.2337
C -4.2946 3.4265 4.8526
C -4.1774 8.6290 7.5941
C -2.6168 8.9274 7.3082
C -2.1860 9.8085 6.1097
C -2.3040 9.1466 4.7024
C -3.8124 7.5485 10.3422
C -4.1680 8.7664 11.1749
C -3.5463 10.0067 10.6708
C -3.6399 11.2283 11.5997
H -10.2800 6.6345 10.2898
H -8.8627 6.8022 11.1938
H -8.8096 5.6325 9.8684
H -9.3908 8.6187 9.4647
H -9.1428 7.3605 8.2159
H -6.9289 8.5411 10.0248
H -7.3597 8.9454 8.3678
H -6.7283 6.4990 7.7425
H -6.3334 6.1901 9.3909
H -3.9843 5.1149 8.9252
H -2.6682 5.7068 8.0301
H -4.4667 5.7832 5.8965
H -5.3709 4.8847 7.0562
H -3.7802 3.0174 6.9863
H -2.6449 4.0421 6.1512
H -4.0313 4.2387 4.1751
H -5.3774 3.3352 4.9390
H -3.8164 2.4765 4.6140
H -4.7287 9.4889 7.9747
H -4.7264 8.3824 6.6853
H -2.0543 7.9976 7.2246
H -2.0963 9.4209 8.1290
H -1.1739 10.1456 6.3333
H -2.8339 10.6850 6.1044
H -2.5444 9.8518 3.9067
H -2.8900 8.2307 4.7788
H -1.2640 8.8463 4.5748
H -2.7430 7.3762 10.2199
H -3.9396 6.6093 10.8805
H -3.9935 8.5603 12.2309
H -5.2410 8.9581 11.1684
H -4.0555 10.1734 9.7216
H -2.4974 9.8223 10.4384
H -3.1991 12.0891 11.0969
H -3.1794 11.0719 12.5752
H -4.7135 11.3934 11.6895
C 5.6822 -1.2654 -4.3148
C 6.6784 -0.2142 -3.8892
C 6.9565 -0.2453 -2.4218
C 5.9185 0.2561 -1.4950
P 6.3962 1.1813 -0.0685
C 4.7745 1.8211 0.7835
C 4.2080 3.1517 0.1972
C 3.6495 3.0269 -1.2869
C 2.3136 3.7848 -1.5723
C 7.4826 0.3283 1.1440
C 8.6526 -0.4060 0.4957
C 9.6347 -1.0332 1.4760
C 10.5311 0.0578 2.0656
C 7.2771 2.6407 -0.7281
C 7.8600 3.6023 0.3360
C 8.5399 4.8155 -0.3054
C 9.9943 4.5002 -0.5995
H 4.7654 -1.0246 -3.7766
H 6.0644 -2.2011 -3.9068
H 5.5792 -1.2218 -5.3990
H 6.3222 0.7973 -4.0840
H 7.6026 -0.2994 -4.4608
H 7.8522 0.3755 -2.4021
H 7.2723 -1.2153 -2.0378
H 5.2536 -0.5889 -1.3160
H 5.3195 0.9363 -2.1004
H 4.9440 1.9759 1.8490
H 4.1454 0.9309 0.7769
H 4.8368 3.9992 0.4702
H 3.3066 3.3220 0.7858
H 3.3781 1.9812 -1.4322
H 4.4817 3.3859 -1.8924
H 1.7945 4.0897 -0.6636
H 1.5874 3.3357 -2.2498
H 2.4035 4.7701 -2.0298
H 6.8299 -0.1708 1.8602
H 7.8040 1.2075 1.7025
H 9.2070 0.3038 -0.1184
H 8.2937 -1.2880 -0.0347
H 10.3270 -1.6639 0.9182
H 9.0866 -1.6493 2.1889
H 11.3234 -0.4571 2.6089
H 10.0069 0.7488 2.7259
H 11.1402 0.6569 1.3887
H 6.5960 3.2333 -1.3388
H 8.0515 2.1432 -1.3120
H 8.5256 3.1237 1.0543
H 7.0530 3.9242 0.9941
H 8.6128 5.6912 0.3394
H 8.0386 5.2140 -1.1873
H 10.1571 3.8042 -1.4224
H 10.5596 4.1038 0.2440
H 10.3936 5.4789 -0.8656
O 0.7944 -3.0914 6.3241
C 1.4970 -2.5044 7.2299
O 2.1986 -1.4945 6.9943
O 1.4920 -2.6635 8.4916
H 1.0310 -2.7885 5.4444
N 1.9022 -4.4574 1.2027
S 2.9518 -5.8481 1.2967
O 4.2569 -5.7715 0.5894
O 2.2812 -7.1392 1.3775
F 3.3738 -5.6903 2.8349
S 0.9144 -5.0082 0.2792
O -0.2535 -5.7473 0.8253
O 1.4964 -5.4090 -1.0403
F 0.2852 -3.5576 -0.2104
```

total charge: +1

---

run 1 (844.5 kJ/mol below the next structure)

---

Run 1
Computed, not measured: a 2-piece molecular cluster, C4H11NO2 overall, with wB97M-V/def2-TZVPD.

The geometry in XYZ format:
```
18
C4H11NO2 (wB97M-V/def2-TZVPD)
C -0.9904 -1.1031 -0.3963
N 0.0721 -0.3308 -1.0133
C -0.2937 1.0802 -1.1565
C 1.2646 -0.4350 -0.1968
C 1.8378 -1.8390 -0.2145
O 2.8794 -2.1888 0.2854
H -1.0630 -0.8970 0.6791
H -0.7764 -2.1752 -0.5001
H -1.9651 -0.9201 -0.8575
H -0.9123 1.1501 -2.0581
H -0.7525 1.5591 -0.2801
H 0.5953 1.6748 -1.3713
H 2.0931 0.1020 -0.6637
H 1.1147 -0.0603 0.8287
H 1.3431 -2.5200 -0.9451
H -1.4758 2.7350 3.2684
H -1.3413 2.2332 1.8524
O -1.6294 1.9348 2.7393
```

2S+1: 2
total charge: -1

---

Run 2
Computed, not measured: a 2-piece molecular cluster, C4H11NO2 overall, with wB97M-V/def2-TZVPD.

The geometry in XYZ format:
```
18
C4H11NO2 (wB97M-V/def2-TZVPD)
C -2.5705 0.1355 1.9238
C -1.4244 -0.0133 0.9407
C -0.3529 -0.9935 1.4153
C 0.8377 -1.1905 0.3837
N 0.4264 -1.7353 -0.7991
O 1.9112 -0.6195 0.5250
H -2.3328 0.8878 2.6685
H -3.3394 0.5192 1.2377
H -2.9780 -0.8133 2.2876
H -1.0121 0.9703 0.6747
H -1.6956 -0.3987 -0.0654
H -0.5901 -2.0133 1.7023
H 0.2071 -0.5849 2.2683
H -0.4584 -1.4195 -1.1908
H 1.3120 -1.8792 -1.2865
H 3.8970 2.4670 -3.7541
H 4.4193 3.3407 -4.8116
O 3.7434 3.3407 -4.1201
```

2S+1: 2
total charge: -1

---

run 2 (53.1 kJ/mol below the next structure)